The following is a quantum chemistry calculation of C5H10O3Ru as an isolated structure in a non-equilibrium geometry, from OMol25.

Values from the calculation:
- Energy relative to the best compared isomer or geometry (same formula, charge and spin): 285.60 kJ/mol
- LUMO energy (spin up / spin down): -4.05 / -6.07 eV
- Max |F|: 2.7 eV/A
- Multiplicity: 6
- HOMO-LUMO gap (spin up / spin down): 8.58 / 7.74 eV
- Total charge: +1

Atoms and positions in Å:
C -0.6286 2.2186 -0.3494
O -1.8509 1.4324 -0.2583
C -1.8307 0.3972 0.6783
C -1.2922 -0.9211 0.1544
O 0.1220 -0.8737 -0.0503
C 0.6971 -2.1337 -0.3635
H -0.7336 2.7876 -1.2900
H -0.6572 2.9725 0.4644
H -2.8697 0.2042 0.9867
H -1.2665 0.6878 1.5846
H -1.7813 -1.1857 -0.7968
H -1.5082 -1.7119 0.8903
H 1.7754 -1.9841 -0.4884
H 0.5182 -2.8406 0.4588
H 0.2553 -2.5305 -1.2891
Ru 1.0357 0.8875 -0.3737
O 2.7090 0.8653 0.8526
C 3.0956 0.8402 -0.3474
H 4.2106 0.8880 -0.4634

The following is a quantum chemistry calculation of one molecule with the formula C5H10O3S in a non-equilibrium geometry, from OMol25.

Values from the calculation:
- Energy relative to the best compared isomer or geometry (same formula, charge and spin): 146.58 kJ/mol
- LUMO energy: 0.69 eV
- Max |F|: 3.9 eV/A
- HOMO-LUMO gap: 10.56 eV
- SMILES: C[C@H]1CCS(=O)(=O)[C@@H]1O
- Total charge: 0

Atoms and positions in Å:
C 0.0117 -0.2587 -2.2073
C -0.1840 0.2826 -0.8186
C -1.1970 -0.6362 0.0394
C -1.2639 -0.1062 1.4283
S 0.5228 0.0146 1.8404
O 0.8203 1.1149 2.7011
O 0.9057 -1.3028 2.3083
C 1.0787 0.3200 -0.0271
O 1.7003 1.5760 -0.0512
H -0.8542 -0.1711 -2.8683
H 0.5983 -1.1791 -2.0260
H 0.9212 0.3116 -2.6926
H -0.6218 1.2286 -0.9849
H -0.8311 -1.6658 -0.0242
H -2.1422 -0.5708 -0.5159
H -1.8455 0.8398 1.5466
H -1.8641 -0.7880 2.1570
H 1.7106 -0.5782 -0.2662
H 2.5344 1.5690 0.4613

The following is a quantum chemistry calculation of C5H10O3Tl as an isolated structure in a non-equilibrium geometry, from OMol25.

Values from the calculation:
- Energy relative to the best compared isomer or geometry (same formula, charge and spin): 204.10 kJ/mol
- LUMO energy: -4.54 eV
- Max |F|: 2.9 eV/A
- HOMO-LUMO gap: 8.94 eV
- Total charge: +1

Atoms and positions in Å:
C 0.8487 2.3463 0.1413
O -0.0311 1.3956 -0.4424
C 0.6044 0.3416 -1.1502
H 0.2652 2.9655 0.8322
H 1.6476 1.8498 0.7100
H 1.2780 2.9885 -0.6417
H -1.1345 -0.5968 -0.3152
H 1.4054 0.7759 -1.7696
Tl -2.2082 1.4522 -0.2137
O -2.7976 -2.4149 0.7802
C -1.5857 -2.3267 0.8353
C -0.9480 -0.9722 0.8093
O 0.4351 -0.9001 0.9967
C 1.2040 -0.8334 -0.1649
H -0.9232 -3.1491 0.4780
H -1.4120 -0.3695 1.6042
H 2.2361 -0.5858 0.1111
H 1.1397 -1.7830 -0.7208
H -0.0239 -0.1839 -1.8799

The following is a quantum chemistry calculation of a 2-piece molecular cluster, C5H10O7 overall in a non-equilibrium geometry, from OMol25.

Values from the calculation:
- Energy relative to the best compared isomer or geometry (same formula, charge and spin): 41.59 kJ/mol
- LUMO energy (spin up / spin down): -1.89 / -1.92 eV
- Max |F|: 3.8 eV/A
- HOMO-LUMO gap (spin up / spin down): 7.84 / 7.81 eV
- SMILES: C[C@@](C=O)(OO)[C@H](O)CO.O=O
- Total charge: 0

Atoms and positions in Å:
C 0.7187 1.4886 2.9042
C 2.2307 1.7086 2.7738
C 2.5205 3.1411 2.2950
O 3.4942 3.5242 1.6740
O 2.7325 1.7801 4.1104
O 2.4597 3.1702 4.5842
C 3.0578 0.5147 2.2403
O 2.6590 -0.5442 3.0641
C 4.5762 0.6786 2.3233
O 5.1628 -0.5706 2.0674
H 0.1953 1.3678 1.9566
H 0.5159 0.6130 3.5231
H 0.3314 2.3743 3.4165
H 1.6961 3.7582 2.7137
H 2.2819 3.0098 5.5331
H 2.7571 0.2659 1.2110
H 3.2155 -1.3280 2.9027
H 4.8161 1.0076 3.3413
H 4.8615 1.4583 1.6048
H 6.1241 -0.4388 2.0491
O 2.8300 3.3644 8.2443
O 2.7061 4.5479 7.8568

The following is a quantum chemistry calculation of C5H10OPRh as an isolated structure in a non-equilibrium geometry, from OMol25.

Values from the calculation:
- Energy relative to the best compared isomer or geometry (same formula, charge and spin): 0.00 kJ/mol
- LUMO energy (spin up / spin down): 0.74 / -2.00 eV
- Max |F|: 5.0 eV/A
- Multiplicity: 5
- HOMO-LUMO gap (spin up / spin down): 4.21 / 7.57 eV
- Total charge: 0

Atoms and positions in Å:
C 0.7415 -1.1517 -0.4366
C 1.6919 -0.8940 0.6439
C 1.0475 -1.0094 1.9276
C -0.3320 -1.1990 1.6968
C -0.6325 -1.2485 0.2566
Rh -0.1331 0.6182 -0.1944
P -0.5411 0.6843 -2.3151
H 0.9329 -1.3533 -1.4808
H 2.7463 -0.7498 0.4586
H 1.5294 -0.8333 2.8786
H -1.5149 -1.6610 -0.2277
H -1.1011 -1.3069 2.4580
H -1.6245 -0.0754 -2.8092
H 0.4159 0.1518 -3.2048
H -0.7431 1.9297 -2.9908
O -0.5009 2.6185 0.9165
H -0.6549 2.5237 1.8787
H -1.3273 2.9562 0.5441

The following is a quantum chemistry calculation of C5H10OPY as an isolated structure in a non-equilibrium geometry, from OMol25.

Values from the calculation:
- Energy relative to the best compared isomer or geometry (same formula, charge and spin): 0.00 kJ/mol
- LUMO energy (spin up / spin down): 0.00 / 0.34 eV
- Max |F|: 3.8 eV/A
- HOMO-LUMO gap (spin up / spin down): 4.57 / 4.55 eV
- Total charge: 0

Atoms and positions in Å:
C -0.4201 0.1369 -1.9476
C -1.2303 1.1353 -1.3016
C -0.3546 2.1170 -0.6913
C 1.0078 1.6702 -0.9115
C 0.9570 0.4506 -1.6883
Y -0.0472 0.1086 0.5193
P -0.1004 -2.6603 0.7766
H -0.7873 -0.7662 -2.4603
H -2.3191 1.1403 -1.2577
H -0.6639 2.9069 0.0215
H 1.8252 -0.1116 -2.0434
H 1.9174 2.1410 -0.5232
H 1.1481 -3.2928 0.2970
H -1.2913 -3.2640 0.1412
H -0.1875 -2.8580 2.2395
O 0.3392 0.0653 2.8110
H 0.8047 0.9222 2.9142
H -0.5980 0.1587 3.1047

The following is a quantum chemistry calculation of one molecule with the formula C5H10OS in a non-equilibrium geometry, from OMol25.

Values from the calculation:
- Energy relative to the best compared isomer or geometry (same formula, charge and spin): 475.52 kJ/mol
- LUMO energy: 0.69 eV
- Max |F|: 5.8 eV/A
- HOMO-LUMO gap: 9.30 eV
- SMILES: CO/C=C(/C)CS
- Total charge: 0

Atoms and positions in Å:
C -2.5616 -0.8858 -0.1317
O -1.1407 -0.9729 -0.3646
C -0.6817 0.3159 -0.3769
C 0.5563 0.5967 0.1517
C 1.2447 1.8563 -0.1888
C 1.3174 -0.6847 0.7886
S 2.6934 -1.1992 -0.4372
H -2.5506 -0.2417 0.8528
H -3.2950 -0.5723 -0.9091
H -3.1147 -1.9384 0.4392
H -1.2066 1.1278 -1.1318
H 2.0332 2.4032 0.5913
H 0.3160 2.6177 -0.2004
H 1.9544 1.8209 -1.2353
H 2.0242 -0.4161 1.6587
H 0.7943 -1.5493 1.2175
H 1.6172 -2.2781 -0.7240

The following is a quantum chemistry calculation of a 2-piece molecular cluster, C5H10OS overall in a non-equilibrium geometry, from OMol25.

Values from the calculation:
- Energy relative to the best compared isomer or geometry (same formula, charge and spin): 711.82 kJ/mol
- LUMO energy (spin up / spin down): -0.82 / -0.83 eV
- Max |F|: 4.5 eV/A
- HOMO-LUMO gap (spin up / spin down): 8.69 / 8.56 eV
- Total charge: 0

Atoms and positions in Å:
C 2.6760 -1.4036 -1.1131
C -1.2507 -1.3142 -0.4858
C -1.9607 -0.0776 -0.0389
C -0.5834 0.0821 -0.5163
C 0.8463 2.1149 0.7768
O 0.2648 -0.3105 1.8663
S 0.9132 0.2233 0.6597
H 1.5767 -1.4342 -1.0606
H 2.9253 -2.2448 -0.4469
H -0.9016 -2.1015 0.1471
H -1.6432 -1.7123 -1.4332
H -2.7516 0.1029 -0.8003
H -2.1870 0.1020 1.0387
H -0.3735 0.5596 -1.4556
H 0.4191 2.7511 0.0568
H 0.2024 2.2948 1.7673
H 1.8278 2.3680 1.0381

M list, top to bottom, in g mol⁻¹: 219.20, 150.20, 322.51, 182.13, 220.01, 206.01, 118.20, 118.20
E_tot list, top to bottom, in Eh: -516.61798, -820.36756, -594.37751, -722.89696, -723.38483, -651.26839, -669.75532, -669.66532